# 1
# C6H7F3N

A cluster of 2 separate species, C6H7F3N in total at a distorted geometry (wB97M-V/def2-TZVPD, the OMol25 dataset).

Each line ends with the natural charge from an NBO analysis.
Positions of all 17 atoms, in Å:
1 C 0.47 -1.38 -1.20  -0.229
2 C -0.42 -0.70 -0.41  0.230
3 C 1.38 -0.52 -0.63  0.395
4 C 2.71 -0.88 -0.16  -0.688
5 C 0.37 1.43 0.84  -0.467
6 C -4.10 0.38 0.23  0.970
7 N 0.40 0.47 -0.28  -0.263
8 F -4.21 1.02 -0.88  -0.281
9 F -3.83 -0.87 0.25  -0.283
10 F -3.55 1.05 1.20  -0.308
11 H 0.56 -2.14 -1.93  0.276
12 H 3.11 -0.49 0.77  0.279
13 H 3.21 -0.44 -1.10  0.300
14 H 2.85 -1.96 -0.17  0.283
15 H 0.42 0.84 1.81  0.250
16 H -0.63 2.07 0.91  0.284
17 H 1.28 2.11 0.75  0.252

gap between HOMO and LUMO (alpha / beta) = 9.9 / 3.2 eV
net charge = +1
E_HOMO (alpha / beta) = -0.5425 / -0.4095 Ha
total energy = -15962.35046 eV
energy above the lowest of the compared OMol25 structures with the same formula, charge and spin = 4.887 eV
LUMO energy (alpha / beta) = -4.89 / -7.90 eV

---

# 2
# C4H12NO2

A cluster of 2 separate species, C4H12NO2 in total (wB97M-V/def2-TZVPD, the OMol25 dataset).

Each line ends with the natural charge from an NBO analysis.
Positions of all 19 atoms, in Å:
1 C -1.70 2.00 -0.11  -0.424
2 N -0.62 2.52 0.72  -0.674
3 C 0.29 1.44 1.19  0.110
4 O 0.92 0.72 0.22  -0.917
5 H -1.34 1.32 -0.89  0.192
6 H -2.23 2.82 -0.61  0.164
7 H -2.41 1.44 0.51  0.179
8 H -0.04 3.10 0.12  0.329
9 H -0.33 0.80 1.84  0.101
10 H 1.02 1.97 1.83  0.102
11 C 0.20 -2.29 -0.16  -0.042
12 O -0.64 -1.16 -0.32  -0.827
13 C 1.45 -2.22 -1.02  -0.639
14 H 0.50 -2.37 0.90  0.128
15 H -0.39 -3.18 -0.39  0.131
16 H 0.02 -0.30 -0.13  0.494
17 H 2.04 -1.35 -0.76  0.234
18 H 2.06 -3.12 -0.86  0.171
19 H 1.21 -2.16 -2.09  0.187

gap between HOMO and LUMO = 8.0 eV
net charge = -1
E_HOMO = -0.1339 Ha
total energy = -9927.80192 eV
energy above the lowest of the compared OMol25 structures with the same formula, charge and spin = 0.422 eV
LUMO energy = 4.32 eV

---

# 3
# C4H8N2OS

The molecule C4H8N2OS (wB97M-V/def2-TZVPD, the OMol25 dataset).

Each line ends with the natural charge from an NBO analysis.
Positions of all 16 atoms, in Å:
1 C -0.30 -2.37 -0.20  -0.061
2 C -0.66 0.07 0.06  -0.090
3 C -0.17 1.18 0.99  -0.235
4 C 0.00 0.89 -1.07  -0.229
5 H 1.70 -0.30 0.52  0.494
6 H 0.42 -3.11 0.05  0.208
7 H -1.72 -0.13 -0.02  0.254
8 H 0.19 0.91 1.97  0.214
9 H -0.94 1.96 1.11  0.191
10 H 1.11 2.47 -0.17  0.374
11 H -0.69 1.62 -1.51  0.189
12 H 0.54 0.34 -1.88  0.206
13 N 0.06 -1.19 0.28  -0.104
14 N 0.87 1.48 -0.02  -0.650
15 O 1.28 -1.10 0.93  -0.545
16 S -1.68 -2.71 -1.03  -0.215

gap between HOMO and LUMO = 8.9 eV
E_HOMO = -0.3027 Ha
total energy = -20137.86427 eV
energy above the lowest of the compared OMol25 structures with the same formula, charge and spin = 2.970 eV
LUMO energy = 0.65 eV
SMILES = ON(C=S)C1CNC1

---

# 4
# C14H15N2O2SSe3TeW

A structure of composition C14H15N2O2SSe3TeW at a distorted geometry (wB97M-V/def2-TZVPD, the OMol25 dataset).

Each line ends with the natural charge from an NBO analysis.
Positions of all 39 atoms, in Å:
1 W 1.10 0.92 -1.33  0.902
2 C -2.36 2.81 0.08  -0.734
3 C -1.58 1.81 -0.66  0.656
4 O -0.29 1.75 -0.43  -0.652
5 C -2.16 0.91 -1.60  -0.304
6 C -3.53 1.01 -1.96  -0.057
7 C -4.12 0.09 -2.79  -0.200
8 C -3.37 -0.96 -3.31  -0.032
9 C -2.02 -1.10 -3.00  -0.271
10 C -1.41 -0.18 -2.17  0.411
11 O -0.09 -0.32 -1.84  -0.625
12 H -1.72 3.35 0.79  0.278
13 H -3.19 2.34 0.62  0.295
14 H -2.82 3.54 -0.59  0.299
15 H -4.11 1.83 -1.56  0.250
16 H -5.16 0.19 -3.04  0.273
17 H -3.84 -1.69 -3.95  0.269
18 H -1.43 -1.91 -3.42  0.267
19 Se 2.97 -0.50 -1.71  0.149
20 Se 5.11 2.76 -3.52  0.096
21 Te 3.21 2.07 -2.26  0.896
22 Se 0.81 2.22 -3.32  0.112
23 C 2.99 -1.35 4.61  -0.697
24 C 2.35 -1.07 3.33  0.386
25 C 1.49 -1.94 2.65  -0.306
26 C 0.96 -1.58 1.41  0.386
27 N 1.21 -0.35 0.87  -0.580
28 C 2.03 0.48 1.56  0.311
29 S 2.36 1.99 0.86  0.035
30 N 2.60 0.12 2.73  -0.502
31 C 0.13 -2.51 0.62  -0.686
32 H 2.50 -2.14 5.17  0.284
33 H 3.06 -0.45 5.23  0.269
34 H 4.02 -1.68 4.45  0.292
35 H 1.27 -2.91 3.06  0.277
36 H 3.26 0.77 3.17  0.464
37 H 0.75 -3.36 0.29  0.282
38 H -0.31 -2.03 -0.26  0.227
39 H -0.66 -2.95 1.23  0.281

gap between HOMO and LUMO (alpha / beta) = 5.8 / 5.8 eV
net charge = +3
E_HOMO (alpha / beta) = -0.6493 / -0.6493 Ha
total energy = -237801.65343 eV
energy above the lowest of the compared OMol25 structures with the same formula, charge and spin = 3.423 eV
LUMO energy (alpha / beta) = -11.91 / -11.91 eV

---

# 5
# C4H8NO9

The ion C4H8NO9 with charge -1 at a distorted geometry (wB97M-V/def2-TZVPD, the OMol25 dataset).

Each line ends with the natural charge from an NBO analysis.
Positions of all 22 atoms, in Å:
1 C 1.19 0.65 -0.17  0.343
2 C -0.31 0.81 0.30  0.452
3 C 1.77 -0.72 0.15  0.778
4 C -1.02 -0.62 0.24  0.539
5 N -0.32 -1.64 0.94  -0.478
6 O -0.32 -2.86 0.20  -0.650
7 O 2.08 1.66 0.32  -0.726
8 O 1.08 0.65 -1.60  -0.758
9 O -0.28 1.23 1.62  -0.728
10 O -1.05 1.75 -0.39  -0.727
11 O 2.60 -0.64 1.29  -0.708
12 O 1.90 -1.64 -0.67  -0.708
13 O -1.14 -0.87 -1.16  -0.789
14 O -2.34 -0.37 0.75  -0.797
15 H 1.65 2.51 0.15  0.498
16 H -0.76 -1.81 -1.20  0.489
17 H -0.90 0.68 2.11  0.500
18 H -1.41 1.38 -1.28  0.505
19 H 2.55 0.40 1.45  0.505
20 H 1.07 -0.43 -1.86  0.517
21 H 0.61 -2.87 -0.20  0.466
22 H -2.99 -1.07 0.75  0.478

gap between HOMO and LUMO = 7.0 eV
net charge = -1
E_HOMO = -0.1297 Ha
total energy = -24193.80747 eV
energy above the lowest of the compared OMol25 structures with the same formula, charge and spin = 2.053 eV
LUMO energy = 3.44 eV
SMILES = O=C(O)C(O)(O)C(O)(O)C(O)(O)[N-]O

---

# 6
# C4H7N3O

A cluster of 2 separate species, C4H7N3O in total at a distorted geometry (wB97M-V/def2-TZVPD, the OMol25 dataset).

Each line ends with the natural charge from an NBO analysis.
Positions of all 15 atoms, in Å:
1 C -0.19 0.14 -0.61  0.510
2 C -1.24 -1.38 0.71  -0.257
3 C 0.33 -1.65 0.75  -0.138
4 C 1.41 -0.67 1.26  -0.303
5 H -0.88 2.60 0.57  0.253
6 H 1.21 1.78 -0.67  0.384
7 H -1.64 -1.10 1.65  0.229
8 H -1.65 -2.04 -0.03  0.242
9 H 0.91 -2.51 0.27  0.259
10 H 2.59 -0.67 1.33  0.234
11 H 1.14 0.24 1.76  0.197
12 N 0.29 1.40 -0.94  -0.279
13 N -1.29 -0.21 -0.24  -0.470
14 N 0.94 -0.82 -0.27  -0.437
15 O -0.39 2.55 -0.93  -0.424

gap between HOMO and LUMO = 8.5 eV
E_HOMO = -0.3313 Ha
total energy = -10770.56539 eV
energy above the lowest of the compared OMol25 structures with the same formula, charge and spin = 9.182 eV
LUMO energy = -0.56 eV

---

# 7
# C12H13F4O13

A cluster of 5 separate species, C12H13F4O13 in total at a distorted geometry (wB97M-V/def2-TZVPD, the OMol25 dataset).

Each line ends with the natural charge from an NBO analysis.
Positions of all 42 atoms, in Å:
1 O -0.71 -0.25 -0.99  -1.361
2 H -1.30 -0.33 -1.64  0.402
3 C -1.30 -3.26 0.69  -0.134
4 C -2.82 -3.14 0.63  0.436
5 O -3.20 -2.70 1.89  -0.508
6 C -2.18 -2.68 2.79  0.984
7 O -2.32 -2.45 3.94  -0.566
8 O -1.06 -2.96 2.08  -0.496
9 F -3.26 -4.50 0.36  -0.380
10 H -0.94 -2.47 0.19  0.244
11 H -0.77 -4.17 0.51  0.213
12 H -3.24 -2.34 -0.08  0.198
13 C -1.41 0.87 2.09  -0.124
14 C -1.79 2.03 1.06  0.447
15 O -0.63 2.81 1.15  -0.489
16 C 0.19 2.42 2.09  0.975
17 O 1.27 2.94 2.40  -0.630
18 O -0.17 1.34 2.57  -0.456
19 F -2.86 2.72 1.47  -0.351
20 H -1.43 0.00 1.56  0.229
21 H -2.11 0.91 2.94  0.202
22 H -2.01 1.87 0.05  0.190
23 C 2.48 -0.33 0.47  -0.151
24 C 2.68 -1.44 -0.69  0.447
25 O 3.39 -2.43 0.03  -0.495
26 C 3.48 -2.13 1.32  0.973
27 O 4.09 -2.87 2.15  -0.628
28 O 3.04 -0.97 1.55  -0.463
29 F 3.44 -0.94 -1.76  -0.335
30 H 1.31 0.01 0.65  0.245
31 H 3.06 0.66 0.47  0.218
32 H 1.77 -1.84 -0.81  0.182
33 C 0.03 2.52 -2.29  -0.135
34 C 0.44 1.66 -3.50  0.421
35 O 1.16 2.50 -4.29  -0.477
36 C 1.35 3.64 -3.78  0.973
37 O 1.98 4.56 -4.19  -0.596
38 O 0.67 3.75 -2.59  -0.507
39 F -0.62 1.28 -4.21  -0.327
40 H 0.35 2.24 -1.22  0.233
41 H -1.07 2.69 -2.17  0.195
42 H 1.05 0.78 -2.89  0.201

gap between HOMO and LUMO = 8.2 eV
net charge = -1
E_HOMO = -0.2036 Ha
total energy = -50140.81259 eV
energy above the lowest of the compared OMol25 structures with the same formula, charge and spin = 0.158 eV
LUMO energy = 2.69 eV

---

# 8
# C39H36Cl3F9N2O4PSSiSn

A structure of composition C39H36Cl3F9N2O4PSSiSn at a distorted geometry (wB97M-V/def2-TZVPD, the OMol25 dataset).

Each line ends with the Löwdin charge.
Positions of all 97 atoms, in Å:
1 Sn -0.05 1.94 0.51  1.232
2 C 7.28 1.15 1.30  -0.031
3 C 6.82 1.90 0.04  -0.555
4 C 7.47 3.28 0.04  -0.055
5 C 7.29 1.14 -1.21  -0.031
6 C 5.31 1.97 0.05  -0.131
7 C 4.59 3.16 0.05  0.032
8 C 3.21 3.14 0.13  -0.105
9 N 2.50 2.02 0.19  0.005
10 C 3.16 0.85 0.13  -0.186
11 C 4.55 0.80 0.07  0.062
12 C 2.34 -0.38 0.11  -0.182
13 C 2.88 -1.65 0.14  0.063
14 C 2.08 -2.79 0.05  -0.132
15 C 0.71 -2.57 -0.09  0.044
16 C 0.24 -1.28 -0.09  -0.112
17 N 1.01 -0.21 0.03  -0.013
18 C 2.70 -4.17 0.10  -0.554
19 C 3.60 -4.30 -1.14  -0.025
20 C 3.52 -4.30 1.39  -0.028
21 C 1.65 -5.29 0.07  -0.049
22 H 8.37 1.12 1.32  0.092
23 H 6.93 0.12 1.33  0.080
24 H 6.94 1.65 2.20  0.095
25 H 8.55 3.17 0.06  0.092
26 H 7.18 3.86 0.92  0.090
27 H 7.21 3.84 -0.86  0.091
28 H 8.38 1.10 -1.21  0.093
29 H 6.96 1.64 -2.11  0.095
30 H 6.93 0.11 -1.23  0.079
31 H 5.09 4.11 0.01  0.112
32 H 2.65 4.07 0.16  0.073
33 H 5.05 -0.15 0.02  0.107
34 H 3.95 -1.78 0.24  0.107
35 H 0.02 -3.39 -0.19  0.114
36 H -0.82 -1.07 -0.19  0.049
37 H 4.41 -3.59 -1.12  0.081
38 H 3.02 -4.15 -2.05  0.096
39 H 4.02 -5.30 -1.18  0.093
40 H 4.34 -3.59 1.42  0.078
41 H 3.93 -5.30 1.45  0.093
42 H 2.88 -4.13 2.25  0.096
43 H 1.06 -5.26 -0.84  0.089
44 H 0.99 -5.23 0.94  0.087
45 H 2.16 -6.24 0.11  0.093
46 O -0.25 2.28 -1.71  -0.397
47 S -1.35 3.26 -1.77  0.295
48 O -0.57 4.64 -1.88  -0.373
49 O -1.97 3.32 -0.46  -0.516
50 O -2.22 3.16 -2.87  -0.190
51 Cl 0.20 4.81 0.95  0.385
52 Si -0.51 5.77 -0.71  -0.848
53 Cl -2.28 6.51 -0.31  0.501
54 Cl 0.94 6.97 -1.33  0.468
55 F -3.55 -5.27 3.61  0.163
56 C -2.42 -4.69 3.19  -0.594
57 F -1.83 -5.56 2.34  0.134
58 F -1.60 -4.59 4.24  0.145
59 C -2.66 -3.37 2.51  -0.110
60 C -2.11 -2.20 3.01  0.006
61 C -2.24 -1.04 2.28  -0.096
62 C -2.93 -1.02 1.07  -0.354
63 C -3.55 -2.18 0.62  -0.060
64 C -3.40 -3.36 1.33  0.010
65 P -2.78 0.57 0.15  1.046
66 C -3.29 0.18 -1.56  -0.346
67 C -2.80 -0.96 -2.20  -0.083
68 C -3.04 -1.17 -3.54  0.007
69 C -3.73 -0.21 -4.27  -0.096
70 C -4.22 0.93 -3.66  0.017
71 C -4.01 1.12 -2.30  -0.092
72 C -3.91 -0.46 -5.75  -0.589
73 F -2.78 -0.89 -6.32  0.143
74 F -4.83 -1.42 -5.98  0.146
75 F -4.31 0.62 -6.42  0.155
76 C -4.22 1.40 0.89  -0.343
77 C -3.97 2.34 1.89  -0.077
78 C -5.01 2.92 2.59  0.010
79 C -6.31 2.55 2.30  -0.102
80 C -6.58 1.62 1.30  0.013
81 C -5.54 1.05 0.60  -0.053
82 C -7.47 3.16 3.06  -0.595
83 F -7.07 3.86 4.12  0.146
84 F -8.18 3.99 2.28  0.152
85 F -8.32 2.22 3.50  0.151
86 H -1.56 -2.21 3.94  0.125
87 H -1.79 -0.12 2.64  0.098
88 H -4.13 -2.17 -0.29  0.110
89 H -3.84 -4.27 0.96  0.132
90 H -2.23 -1.70 -1.65  0.090
91 H -2.68 -2.06 -4.03  0.130
92 H -4.75 1.68 -4.24  0.133
93 H -4.37 2.02 -1.83  0.113
94 H -2.94 2.62 2.10  0.095
95 H -4.82 3.65 3.36  0.125
96 H -7.60 1.35 1.08  0.131
97 H -5.75 0.32 -0.17  0.115

gap between HOMO and LUMO = 7.9 eV
net charge = +1
E_HOMO = -0.4107 Ha
total energy = -148059.97223 eV
energy above the lowest of the compared OMol25 structures with the same formula, charge and spin = 1.193 eV
LUMO energy = -3.28 eV